(1)
DFT (ωB97M-V with the def2-TZVPD basis set) results for a structure of composition C28H42AlBeBr2CaCl4F6INNbO16S2 at a distorted geometry.

```
106
Properties=species:S:1:pos:R:3
C 2.807 -2.507 0.934
O 2.958 -1.898 -0.328
C 3.575 -0.562 -0.259
C 4.325 -0.365 -1.563
C 4.309 1.086 -2.009
C 2.924 1.538 -2.473
C 2.556 2.969 -2.035
C 1.386 2.873 -1.047
C 0.020 2.848 -1.742
C -0.878 1.872 -0.995
C -2.201 1.581 -1.662
Nb -3.325 -0.016 -0.579
C -2.108 -1.380 -2.049
C -1.525 -2.510 -1.376
O -0.277 -2.810 -1.558
C -1.830 -0.254 1.136
C -2.367 -0.966 2.332
O -3.390 -1.549 2.389
I -1.098 -0.865 4.092
H 3.487 -3.368 1.087
H 2.945 -1.819 1.769
H 1.803 -2.895 0.994
H 4.288 -0.488 0.619
H 2.753 0.143 -0.195
H 5.362 -0.632 -1.376
H 3.958 -1.061 -2.310
H 5.001 1.191 -2.834
H 4.664 1.730 -1.212
H 2.158 0.825 -2.154
H 2.911 1.545 -3.558
H 3.381 3.445 -1.527
H 2.227 3.536 -2.894
H 1.398 3.663 -0.305
H 1.486 1.934 -0.508
H 0.108 2.574 -2.789
H -0.398 3.844 -1.676
H -1.062 2.300 -0.014
H -0.299 0.951 -0.821
H -1.984 1.251 -2.683
H -2.868 2.430 -1.777
H -4.169 -1.564 -0.139
H -4.285 1.105 0.404
H -4.639 0.163 -1.835
H -1.338 -0.706 -2.623
H -2.923 -1.724 -2.834
H -2.094 -3.122 -0.691
H -1.460 0.696 1.507
H -0.955 -0.827 0.812
Be -0.091 -1.644 -2.457
Br 6.177 -0.374 1.192
Ca 5.445 -2.630 1.061
C 2.984 -5.029 5.650
C 2.424 -6.002 6.404
C 1.129 -6.681 5.997
O 0.706 -7.554 6.716
C 0.479 -6.237 4.774
C 1.046 -5.271 4.046
C 2.346 -4.622 4.442
O 2.800 -3.751 3.688
O 0.515 -4.802 2.918
O 2.947 -6.426 7.520
H 3.907 -4.541 5.931
H -0.453 -6.709 4.495
H 1.130 -4.113 2.619
H 2.356 -7.127 7.867
C -6.402 0.320 3.333
F -6.530 0.312 2.003
F -7.502 -0.127 3.909
F -5.415 -0.505 3.683
S -5.980 2.063 3.722
O -7.102 2.832 3.287
O -4.762 2.235 2.962
N -5.762 1.972 5.270
S -5.288 3.300 6.005
O -6.261 4.345 6.071
O -3.937 3.710 5.687
C -5.192 2.601 7.705
F -4.322 1.590 7.755
F -6.373 2.148 8.097
F -4.791 3.546 8.550
C -2.286 5.174 2.417
Cl -3.073 5.835 3.908
Cl -0.538 5.599 2.442
Cl -2.527 3.475 2.468
Cl -3.037 5.891 1.015
C 0.082 -5.281 -4.792
C -0.564 -4.479 -5.917
O -1.052 -3.240 -5.650
O -0.611 -4.939 -7.013
H 0.085 -4.755 -3.835
H -0.453 -6.220 -4.668
H 1.112 -5.501 -5.063
Al -1.115 7.369 4.853
Br -2.067 -3.064 -3.748
C 4.851 5.271 -8.051
O 4.202 4.545 -6.992
C 3.380 3.597 -7.409
O 3.139 3.302 -8.545
O 2.845 3.003 -6.328
C 1.933 1.955 -6.643
H 5.486 6.006 -7.570
H 5.459 4.602 -8.654
H 4.116 5.776 -8.672
H 2.429 1.157 -7.193
H 1.084 2.326 -7.213
H 1.578 1.563 -5.691
```

Values from the calculation:
largest force on an atom	0.1215	hartree/bohr
spin multiplicity	1
E_tot	-327172.512	eV
total charge	+2
lowest unoccupied orbital energy	-8.958	eV
HOMO	-11.657	eV


(2)
DFT (ωB97M-V with the def2-TZVPD basis set) results for an isolated molecule of C3H12N4O at a distorted geometry.

```
20
Properties=species:S:1:pos:R:3
N 2.695 -0.429 0.424
N 1.757 -0.802 -0.586
C 0.131 -0.855 -0.131
N -0.605 -1.124 -1.313
C -0.151 0.503 0.436
N -0.113 1.607 -0.517
C -1.801 0.354 1.001
O -2.585 1.372 0.410
H 2.911 0.566 0.365
H 2.379 -0.609 1.380
H 1.960 -1.766 -0.866
H 0.049 -1.649 0.614
H -1.406 -1.726 -1.174
H -0.203 -1.210 -2.241
H 0.426 0.730 1.332
H 0.840 1.968 -0.536
H -0.260 1.218 -1.455
H -2.300 -0.592 0.782
H -1.780 0.461 2.090
H -1.944 1.981 -0.016
```

Values from the calculation:
largest force on an atom	0.0885	hartree/bohr
spin multiplicity	1
SMILES	NN[C@H](N)[C@@H](N)CO
E_tot	-11311.342	eV
lowest unoccupied orbital energy	0.837	eV
HOMO	-9.100	eV


(3)
DFT (ωB97M-V with the def2-TZVPD basis set) results for a structure of composition C15H9BrFIN3OSn.

```
32
Properties=species:S:1:pos:R:3
Sn -1.664 -4.223 0.368
Br -1.722 2.006 -4.527
C -0.591 2.093 -3.005
C -0.671 3.186 -2.160
C 0.168 3.246 -1.059
C 1.051 2.209 -0.777
C 1.129 1.125 -1.652
C 0.312 1.068 -2.765
N 1.962 2.411 0.303
N 2.313 1.499 1.078
C 1.705 0.240 1.139
C 2.581 -0.817 1.349
C 2.198 -2.149 1.316
C 0.855 -2.503 1.110
O 0.427 -3.698 1.089
C -0.087 -1.398 0.999
N -1.372 -1.778 0.900
C -2.325 -0.882 0.915
C -2.041 0.486 1.057
C -0.736 0.896 1.123
C 0.309 -0.051 1.049
H -1.368 3.985 -2.365
H 0.143 4.102 -0.399
H 1.822 0.319 -1.454
H 0.368 0.224 -3.437
H 3.622 -0.558 1.510
H 2.916 -2.941 1.470
H -3.336 -1.262 0.836
H -2.850 1.199 1.118
H -0.504 1.945 1.250
F -3.256 -3.582 1.446
I -1.357 -6.397 2.176
```

Values from the calculation:
largest force on an atom	0.0070	hartree/bohr
spin multiplicity	1
E_tot	-108914.810	eV
total charge	-1
lowest unoccupied orbital energy	2.121	eV
HOMO	-4.582	eV


(4)
DFT (ωB97M-V with the def2-TZVPD basis set) results for a structure of composition C28H36CsGeN2O8 at a distorted geometry.

```
76
Properties=species:S:1:pos:R:3
Cs -0.262 0.469 -0.822
C 2.552 1.337 1.659
C 2.704 0.081 2.231
C 3.312 -0.939 1.511
C 3.772 -0.702 0.222
C 3.617 0.556 -0.347
C 3.003 1.576 0.368
H 2.059 2.131 2.206
H 2.335 -0.110 3.230
H 3.416 -1.922 1.953
H 4.251 -1.497 -0.337
H 3.960 0.749 -1.356
H 2.847 2.546 -0.087
O -3.524 3.625 -4.851
C -2.944 3.180 -3.881
C -1.670 3.706 -3.290
O -0.981 4.592 -3.769
C -1.402 2.952 -2.040
C -2.566 2.084 -1.822
O -2.793 1.386 -0.770
C -3.356 1.992 -3.055
O -4.193 1.163 -3.387
O -0.356 3.141 -1.350
C -0.964 -1.033 3.903
C -1.043 -0.248 2.601
O -0.394 -0.665 1.661
H -1.961 -1.342 4.229
H -0.579 -0.385 4.694
H -0.324 -1.905 3.775
O 5.118 -5.344 -5.503
C 5.086 -5.106 -4.115
N 3.897 -4.406 -3.680
C 2.728 -5.120 -3.640
O 2.697 -6.300 -3.950
C 1.496 -4.392 -3.221
C 0.253 -4.914 -3.558
C -0.876 -4.233 -3.151
C -0.722 -3.065 -2.411
N 0.460 -2.566 -2.067
C 1.543 -3.224 -2.473
H 4.438 -6.009 -5.671
H 5.951 -4.500 -3.859
H 5.121 -6.046 -3.569
H 3.831 -3.409 -3.798
H 0.196 -5.832 -4.127
H -1.871 -4.581 -3.393
H -1.605 -2.527 -2.076
H 2.493 -2.809 -2.155
C -2.391 5.840 4.365
C -1.668 4.647 3.755
C -2.267 4.240 2.411
C -1.644 2.987 1.785
Ge -2.262 1.361 2.685
C -3.957 0.641 2.038
C -5.219 1.507 2.123
C -5.798 1.668 3.531
C -5.222 2.837 4.323
H -1.941 6.167 5.304
H -3.437 5.597 4.567
H -2.380 6.690 3.679
H -1.689 3.806 4.455
H -0.609 4.880 3.605
H -2.142 5.082 1.723
H -3.350 4.113 2.516
H -0.553 3.065 1.793
H -1.914 2.912 0.730
H -2.267 1.530 4.224
H -4.121 -0.310 2.556
H -3.752 0.432 0.984
H -5.975 1.058 1.472
H -5.016 2.486 1.679
H -5.646 0.733 4.081
H -6.881 1.802 3.468
H -4.145 2.753 4.481
H -5.682 2.920 5.311
H -5.400 3.780 3.799
```

Values from the calculation:
largest force on an atom	0.0233	hartree/bohr
spin multiplicity	1
E_tot	-106045.468	eV
total charge	-1
lowest unoccupied orbital energy	1.530	eV
HOMO	-3.217	eV


(5)
DFT (ωB97M-V with the def2-TZVPD basis set) results for a structure of composition C25H44F4N2O29PdS4 at a distorted geometry.

```
109
Properties=species:S:1:pos:R:3
Pd -1.183 -1.127 0.775
N 0.628 -1.275 -0.110
S 1.560 -2.215 -0.780
O 2.303 -3.131 0.056
O 2.159 -1.835 -2.070
F 0.430 -3.148 -1.358
S 1.710 0.090 -0.138
O 1.533 1.001 -1.261
O 3.061 -0.122 0.447
F 0.910 0.866 1.021
N -2.885 -2.190 1.227
S -4.337 -2.087 1.700
O -4.727 -2.515 3.068
O -5.306 -2.137 0.623
F -4.316 -0.497 1.966
S -2.971 -3.931 1.364
O -3.976 -4.758 0.631
O -2.553 -4.376 2.708
F -1.593 -4.169 0.461
C 5.264 -1.228 2.555
C 4.590 -2.570 2.062
O 5.203 -3.486 2.942
C 5.538 -2.884 4.078
O 5.967 -3.425 5.124
O 5.442 -1.547 3.896
H 4.689 -0.305 2.481
H 6.281 -1.070 2.197
H 4.822 -2.798 1.022
H 3.505 -2.653 2.123
C 4.725 -4.946 -1.207
C 4.769 -5.567 0.196
O 5.767 -6.551 0.239
C 6.123 -6.795 -1.035
O 6.896 -7.749 -1.328
O 5.490 -5.843 -1.847
H 5.113 -3.927 -1.180
H 3.713 -4.995 -1.608
H 3.798 -6.039 0.343
H 5.044 -4.785 0.904
C 3.655 5.650 -1.557
C 2.915 6.474 -0.519
O 2.694 5.565 0.401
C 2.735 4.305 -0.081
O 2.557 3.239 0.484
O 3.030 4.444 -1.322
H 4.728 5.726 -1.381
H 3.437 6.018 -2.560
H 1.974 6.938 -0.816
H 3.553 7.248 -0.091
C -0.842 8.662 -2.625
C -1.385 7.798 -3.759
O -1.690 6.445 -3.345
C -0.687 5.657 -2.885
O 0.492 5.797 -3.149
O -1.235 4.595 -2.244
C -0.487 3.548 -1.741
H -0.871 9.646 -3.092
H 0.175 8.403 -2.332
H -1.481 8.735 -1.745
H -0.708 7.915 -4.605
H -2.314 8.303 -4.024
H -0.760 2.559 -2.109
H -0.379 3.665 -0.663
H 0.567 3.540 -2.020
C 0.897 -5.550 3.304
C 0.796 -3.999 3.017
O 0.289 -3.253 4.094
C -0.379 -2.117 3.848
O -0.389 -1.506 2.770
O -0.763 -1.689 5.054
C -1.431 -0.491 5.146
H 1.648 -5.768 4.064
H 1.381 -6.014 2.444
H -0.048 -6.064 3.480
H 0.278 -3.763 2.088
H 1.812 -3.636 2.868
H -1.623 0.059 4.225
H -1.060 0.297 5.802
H -2.397 -0.678 5.616
C -5.366 2.048 -1.220
C -3.975 1.519 -0.925
O -3.444 2.364 0.078
C -2.688 1.937 1.010
O -2.142 0.810 1.031
O -2.605 2.962 1.856
C -1.732 2.855 2.944
H -5.351 3.138 -1.213
H -6.081 1.498 -0.608
H -5.442 1.662 -2.237
H -3.336 1.656 -1.798
H -4.131 0.457 -0.740
H -1.983 2.033 3.615
H -1.947 3.777 3.484
H -0.690 2.641 2.710
C -5.932 -2.390 -3.047
C -4.627 -1.832 -3.556
O -3.793 -1.635 -2.424
C -2.578 -1.031 -2.429
O -1.948 -0.769 -1.377
O -2.146 -0.946 -3.775
C -0.826 -0.428 -4.076
H -5.585 -3.332 -2.623
H -6.598 -2.607 -3.882
H -6.380 -1.918 -2.172
H -4.778 -0.912 -4.121
H -4.101 -2.416 -4.312
H -0.873 0.632 -4.328
H -0.640 -1.075 -4.934
H -0.155 -0.686 -3.257
```

Values from the calculation:
largest force on an atom	0.2052	hartree/bohr
spin multiplicity	3
E_tot	-146677.160	eV
lowest unoccupied orbital energy (alpha / beta)	-0.886 / -3.871	eV
HOMO (alpha / beta)	-10.616 / -10.616	eV
⟨S²⟩	2.00


(6)
DFT (ωB97M-V with the def2-TZVPD basis set) results for the ion C5H9NO2 with charge -1 at a distorted geometry.

```
17
Properties=species:S:1:pos:R:3
C 2.028 0.437 -1.187
N 1.439 -0.051 0.134
C 0.037 -0.446 0.052
C -0.916 0.647 0.417
C -2.330 0.291 0.007
O -3.204 1.085 0.197
C -0.338 -1.590 1.153
O -1.261 -2.304 1.002
H 2.034 -0.439 -1.883
H 1.303 1.177 -1.705
H 2.994 1.020 -0.947
H 1.643 0.607 0.830
H -0.135 -0.839 -1.006
H -0.734 0.829 1.563
H -0.392 1.576 -0.116
H -2.535 -0.757 -0.480
H 0.369 -1.241 1.971
```

Values from the calculation:
largest force on an atom	0.1371	hartree/bohr
spin multiplicity	2
E_tot	-10912.561	eV
total charge	-1
lowest unoccupied orbital energy (alpha / beta)	3.747 / 3.708	eV
HOMO (alpha / beta)	0.668 / -4.207	eV
⟨S²⟩	0.75


(7)
DFT (ωB97M-V with the def2-TZVPD basis set) results for a structure of composition C4H11CoO3 at a distorted geometry.

```
19
Properties=species:S:1:pos:R:3
C -3.533 -1.874 -3.734
O -4.687 -1.861 -2.909
C -5.076 -3.131 -2.465
C -6.497 -3.092 -1.962
O -7.378 -3.461 -2.994
C -8.702 -3.633 -2.560
H -2.805 -2.482 -4.304
H -4.057 -1.912 -4.716
H -4.410 -3.461 -1.643
H -4.996 -3.883 -3.274
H -6.743 -2.075 -1.605
H -6.586 -3.779 -1.101
H -9.314 -3.879 -3.436
H -8.779 -4.458 -1.830
H -9.090 -2.712 -2.091
Co -1.515 -1.535 -2.170
O -1.624 0.168 -2.692
H -0.953 0.701 -3.119
H -2.848 -0.692 -3.461
```

Values from the calculation:
largest force on an atom	0.0945	hartree/bohr
spin multiplicity	4
E_tot	-48082.082	eV
total charge	+1
lowest unoccupied orbital energy (alpha / beta)	-6.623 / -6.935	eV
HOMO (alpha / beta)	-12.520 / -12.519	eV
⟨S²⟩	3.76


(8)
DFT (ωB97M-V with the def2-TZVPD basis set) results for a structure of composition C10H28O16S2V2 at a distorted geometry.

```
58
Properties=species:S:1:pos:R:3
O -0.880 -0.384 0.320
V 0.530 -1.176 0.400
O 1.634 -0.017 0.336
O 3.961 -1.613 4.493
V 2.835 -1.335 3.407
O 3.026 0.177 2.954
S 2.991 -3.370 0.789
O 4.033 -3.648 -0.185
O 3.491 -2.267 1.720
O 1.820 -2.722 0.056
O 2.544 -4.528 1.519
S 0.308 -2.695 3.463
O 0.648 -1.610 2.426
O -0.561 -2.160 4.485
O -0.240 -3.902 2.833
O 1.680 -3.011 3.996
C -0.180 -0.801 -2.965
O 0.534 -1.350 -1.874
H -0.947 -0.147 -2.551
H 0.486 -0.240 -3.623
H -0.687 -1.582 -3.539
H 0.867 -2.235 -2.067
C 3.314 5.039 -1.080
C 1.972 4.360 -1.273
C 2.016 2.847 -1.124
O 1.091 4.924 -0.297
H 3.579 5.003 -0.022
H 3.260 6.085 -1.389
H 4.104 4.544 -1.647
H 1.575 4.604 -2.271
H 2.597 2.367 -1.916
H 0.993 2.474 -1.221
H 2.410 2.517 -0.165
H 0.219 4.553 -0.490
C -2.461 3.895 0.955
C -1.792 3.139 -0.182
C -2.668 2.008 -0.675
O -1.528 4.055 -1.280
H -1.786 4.600 1.440
H -2.779 3.187 1.726
H -3.369 4.390 0.596
H -0.835 2.727 0.138
H -2.674 1.203 0.056
H -2.260 1.652 -1.619
H -3.679 2.394 -0.858
H -2.311 4.598 -1.417
C -2.674 -4.836 0.499
C -1.768 -3.921 -0.314
C -2.566 -3.032 -1.244
O -1.023 -3.085 0.539
H -3.423 -4.253 1.044
H -2.105 -5.429 1.213
H -3.241 -5.494 -0.171
H -1.098 -4.562 -0.912
H -1.912 -2.538 -1.962
H -3.036 -2.236 -0.660
H -3.355 -3.586 -1.759
H -0.682 -3.581 1.348
```

Values from the calculation:
largest force on an atom	0.0605	hartree/bohr
spin multiplicity	1
E_tot	-116636.156	eV
total charge	-2
lowest unoccupied orbital energy	4.020	eV
HOMO	-3.143	eV


What is the spin multiplicity in the fourth record?
1